[1]
This record from the Open Molecules 2025 dataset describes C2H7N3O2 in the gas phase at a distorted geometry. The level of theory is ωB97M-V with the def2-TZVPD basis set.

Calculated values
calculated total energy = -10750.338 eV
HOMO level = -9.31 eV
energy above the lowest of the compared OMol25 structures with the same formula, charge and spin = 360.7 kJ/mol
SMILES = N/N=N\CC(O)O
Kohn-Sham gap = 10.11 eV
lowest unoccupied orbital energy = 0.80 eV
2S+1 = 1

Positions of all 14 atoms, in Å:
1 C 0.9436 -0.6180 0.5606
2 C 0.3119 -0.6513 -0.9737
3 N -1.5015 1.3346 -0.4629
4 O 0.0250 -0.2103 1.5083
5 O 2.0165 0.2530 0.5306
6 N -1.8579 0.0382 -0.4727
7 N -1.0976 -0.8509 -0.8895
8 H -0.8971 -0.5619 1.3035
9 H 2.2018 0.5570 1.4290
10 H 1.2848 -1.6476 0.7708
11 H -2.2321 1.9411 -0.1246
12 H -0.5493 1.6161 -0.2400
13 H 0.6043 0.2974 -1.4366
14 H 0.7475 -1.4975 -1.5027

Atoms 1-3, force components in eV/Å:
C -0.76 -1.20 -1.96
C 1.05 0.87 1.32
N 0.78 0.50 0.19

=====

[2]
This record from the Open Molecules 2025 dataset describes a molecular structure, C26H22F5LiN5O4. The level of theory is ωB97M-V with the def2-TZVPD basis set.

Calculated values
calculated total energy = -56754.853 eV
total charge = -1
HOMO level = -3.84 eV
Kohn-Sham gap = 6.18 eV
lowest unoccupied orbital energy = 2.34 eV
2S+1 = 1

Positions of all 63 atoms, in Å:
1 Li 0.4240 0.3092 0.3951
2 C 0.3153 3.3522 -3.6686
3 O -0.7809 3.4875 -2.7521
4 C -0.5162 2.6200 -1.7314
5 N 0.5354 1.9302 -1.7982
6 C 1.2093 2.2414 -3.0562
7 C 1.3744 0.9849 -3.9030
8 C 1.7393 -0.1981 -3.2642
9 C 1.8778 -1.3734 -3.9813
10 C 1.6730 -1.3807 -5.3539
11 C 1.3356 -0.2035 -6.0011
12 C 1.1916 0.9758 -5.2801
13 C -1.5067 2.5264 -0.6441
14 C -2.6506 3.3163 -0.6048
15 C -3.5786 3.0806 0.3981
16 C -3.3635 2.0508 1.2980
17 C -2.1789 1.3295 1.1842
18 N -1.2692 1.5868 0.2596
19 C -1.8834 0.1238 1.9773
20 N -0.7259 -0.2819 2.2585
21 C -0.8368 -1.6518 2.7372
22 C -2.3648 -1.8318 2.9372
23 O -2.9414 -0.6816 2.2820
24 C 0.0012 -1.9901 3.9367
25 C 0.3000 -3.3289 4.1789
26 C 1.0733 -3.6903 5.2700
27 C 1.5673 -2.7136 6.1251
28 C 1.2813 -1.3792 5.8811
29 C 0.4991 -1.0177 4.7931
30 H 0.8302 4.3105 -3.7375
31 H -0.0882 3.0869 -4.6445
32 H 2.2063 2.6244 -2.8211
33 H 1.8861 -0.1937 -2.1972
34 H 2.1287 -2.2860 -3.4560
35 H 1.7757 -2.2981 -5.9205
36 H 1.1670 -0.1959 -7.0716
37 H 0.9407 1.8832 -5.8173
38 H -2.8047 4.0795 -1.3547
39 H -4.4748 3.6839 0.4653
40 H -4.0853 1.8073 2.0647
41 H -0.4977 -2.2880 1.9145
42 H -2.6591 -1.8100 3.9899
43 H -2.7384 -2.7373 2.4630
44 H -0.0583 -4.0850 3.4889
45 H 1.3088 -4.7335 5.4422
46 H 2.1843 -2.9949 6.9696
47 H 1.6817 -0.6137 6.5340
48 H 0.3037 0.0260 4.5798
49 N -2.5879 -0.6878 -1.6722
50 N -1.8746 -1.9035 -1.6863
51 C -0.9134 -2.1366 -0.6364
52 O -0.9075 -3.3015 -0.1965
53 O -0.1397 -1.1924 -0.3384
54 H -3.3987 -0.7467 -1.0622
55 H -2.8986 -0.4774 -2.6095
56 H -2.4548 -2.7225 -1.7923
57 F 3.0925 0.9873 2.5238
58 C 3.0350 1.7945 1.3739
59 F 1.7047 1.4555 0.8645
60 C 3.8991 1.0449 0.3836
61 F 3.7113 -0.3064 0.2816
62 F 3.7133 1.5290 -0.8736
63 F 5.2116 1.2054 0.6758

Atoms 1-3, force components in eV/Å:
Li -0.07 0.04 -0.07
C 0.29 -0.09 -0.10
O -0.32 0.10 0.21

=====

[3]
This record from the Open Molecules 2025 dataset describes C4H8N2 in the gas phase at a distorted geometry. The level of theory is ωB97M-V with the def2-TZVPD basis set.

Calculated values
calculated total energy = -7255.667 eV
HOMO level = -8.62 eV
energy above the lowest of the compared OMol25 structures with the same formula, charge and spin = 213.1 kJ/mol
SMILES = C1NC[C@H]2N[C@@H]12
Kohn-Sham gap = 9.61 eV
lowest unoccupied orbital energy = 1.00 eV
2S+1 = 1

Positions of all 14 atoms, in Å:
1 C 0.3989 -1.2936 -0.0322
2 C -0.9935 0.4941 -0.8132
3 C 0.2196 1.1638 -0.0775
4 C 1.0663 0.0208 0.4338
5 H 0.4127 -1.9635 0.8429
6 H 1.0761 -1.8513 -0.7037
7 H -1.0264 -1.3461 -1.5076
8 H -1.9935 0.6771 -0.3550
9 H -1.0244 0.4868 -1.8945
10 H 0.8042 2.0551 -0.3999
11 H -0.5602 0.2864 1.4969
12 H 2.1226 0.2323 0.6031
13 N -0.8197 -0.9272 -0.6209
14 N 0.2542 0.8005 1.3141

Atoms 1-3, force components in eV/Å:
C 3.47 -0.39 0.72
C 0.17 0.23 0.65
C 0.27 -0.62 -1.48

=====

[4]
This record from the Open Molecules 2025 dataset describes a molecular structure, C34H36FN5O7ReSe at a distorted geometry. The level of theory is ωB97M-V with the def2-TZVPD basis set.

Calculated values
calculated total energy = -127815.358 eV
HOMO level (alpha / beta) = -6.01 / -5.30 eV
energy above the lowest of the compared OMol25 structures with the same formula, charge and spin = 42.8 kJ/mol
Kohn-Sham gap (alpha / beta) = 5.08 / 4.39 eV
lowest unoccupied orbital energy (alpha / beta) = -0.93 / -0.92 eV
2S+1 = 4

Positions of all 85 atoms, in Å:
1 Re 16.1004 8.7121 10.9890
2 C 17.1353 4.6449 9.3198
3 O 18.3235 5.1676 10.0108
4 C 18.1150 5.3718 11.3335
5 C 18.9927 4.7362 12.2046
6 C 18.9151 4.9718 13.5744
7 C 17.9396 5.8669 14.0438
8 C 17.0399 6.4764 13.1492
9 C 16.0448 7.4234 13.6635
10 N 15.5904 8.3966 12.9416
11 N 14.4126 9.0906 13.4071
12 C 13.7584 9.4749 12.3912
13 O 14.1449 9.2061 11.1610
14 C 12.4347 10.1891 12.5139
15 C 12.0995 10.8701 13.6964
16 C 10.8499 11.4695 13.8098
17 C 9.9599 11.4871 12.7278
18 C 10.3131 10.8368 11.5582
19 C 11.5250 10.1728 11.4424
20 C 17.0932 6.1975 11.7762
21 O 16.1761 6.7249 10.9189
22 H 17.4918 4.0586 8.4982
23 H 16.5229 4.1260 10.0682
24 H 16.5807 5.4517 8.8433
25 H 19.7148 4.0792 11.7740
26 H 19.5843 4.4916 14.2508
27 H 17.8288 6.1114 15.0988
28 H 15.6545 7.2695 14.6692
29 H 12.8054 10.9446 14.5243
30 H 10.5444 12.0485 14.6949
31 H 8.9809 11.9675 12.8234
32 H 9.5745 10.7653 10.7974
33 H 11.8242 9.6854 10.5426
34 F 22.4935 7.7660 13.3110
35 C 22.1533 8.2121 12.1004
36 C 20.8541 8.1424 11.7381
37 C 20.4110 8.5743 10.4564
38 C 19.0004 8.6575 10.0945
39 O 18.1892 8.5507 11.0721
40 C 18.7012 8.7817 8.7143
41 C 19.7286 9.1140 7.8771
42 N 20.9940 9.3235 8.2537
43 C 21.9391 9.9118 7.3232
44 C 21.5283 11.1385 6.5718
45 C 22.5529 11.1976 7.6603
46 C 21.3738 8.9881 9.5346
47 C 22.7231 8.9653 9.9097
48 C 23.1240 8.6619 11.1965
49 N 24.4941 8.7650 11.5493
50 C 24.8440 9.4346 12.8008
51 C 24.9523 11.0030 12.5626
52 N 24.4582 11.3654 11.1864
53 C 25.1719 10.6265 10.0916
54 C 25.3926 9.1838 10.5130
55 C 17.3163 8.7411 8.0985
56 O 17.2850 8.5739 6.8980
57 O 16.2916 8.9468 8.8645
58 H 20.1118 7.8210 12.4421
59 H 19.5141 9.3183 6.8248
60 H 22.5031 9.2068 6.7384
61 H 20.5469 11.5847 6.7296
62 H 21.8237 11.1540 5.5334
63 H 22.1671 11.7332 8.5368
64 H 23.5640 11.3535 7.3183
65 H 23.4326 9.2110 9.1407
66 H 25.7994 9.0579 13.1657
67 H 24.0914 9.2208 13.5706
68 H 25.9842 11.3799 12.6855
69 H 24.3293 11.5458 13.2885
70 H 24.5423 12.3728 11.0378
71 H 23.4461 11.1574 11.1201
72 H 26.1142 11.1515 9.8114
73 H 24.5625 10.7453 9.1893
74 H 26.4063 9.0432 10.9321
75 H 25.2358 8.5029 9.6689
76 C 15.9954 13.2243 10.7453
77 C 15.9942 12.0106 11.6753
78 O 16.6879 10.8636 11.1192
79 H 15.2229 13.9806 11.0444
80 H 15.8358 12.8853 9.7518
81 H 16.9761 13.6718 10.7602
82 H 14.9701 11.7098 11.8800
83 H 16.4692 12.2156 12.6349
84 H 17.6518 11.1065 11.0300
85 Se 19.9545 11.7881 10.7380

Atoms 1-3, force components in eV/Å:
Re 0.23 0.83 -0.31
C 0.48 1.07 0.42
O -0.86 -0.47 -1.10

=====

[5]
This record from the Open Molecules 2025 dataset describes a molecular structure, C22H29BeBrF10LiMgN3O12PS at a distorted geometry. The level of theory is ωB97M-V with the def2-TZVPD basis set.

Calculated values
calculated total energy = -175691.922 eV
total charge = -1
HOMO level = -4.91 eV
Kohn-Sham gap = 1.52 eV
lowest unoccupied orbital energy = -3.39 eV
2S+1 = 1

Positions of all 82 atoms, in Å:
1 C -8.4274 5.0284 0.2584
2 C -7.5283 5.0376 -0.7189
3 C -6.2498 4.8641 -1.7185
4 C -5.6940 3.3546 -1.5555
5 O -6.2949 2.4896 -2.5768
6 S -5.3737 1.0606 -2.3210
7 O -6.1510 0.4168 -1.1794
8 O -5.4148 0.0034 -3.4099
9 O -3.8967 1.7962 -1.9501
10 C -4.1067 3.0972 -1.2979
11 N -4.0110 3.1905 0.1877
12 C -2.9071 2.3442 0.7573
13 C -3.2961 0.7894 0.9984
14 C -3.0616 0.2589 2.5088
15 H -9.0379 4.6998 1.1898
16 H -5.4643 5.6938 -1.5891
17 H -6.6865 4.9461 -2.7927
18 H -6.2195 2.9946 -0.5957
19 H -3.4555 3.8903 -1.8556
20 H -3.7306 4.1876 0.3813
21 H -2.6739 2.7920 1.8225
22 H -1.9240 2.4704 0.1539
23 H -4.3989 0.6572 0.6999
24 H -2.6590 0.1198 0.2997
25 H -2.2588 0.8249 3.1067
26 H -4.0985 0.2448 3.0458
27 H -2.7498 -0.8633 2.4259
28 F -5.2148 -1.1229 -0.4709
29 Be -1.2394 3.1118 2.8199
30 O -4.1185 7.7380 2.3481
31 P -3.5829 7.5711 0.9223
32 O -4.7348 7.7469 -0.0749
33 O -2.9734 6.1743 0.7561
34 O -2.5085 8.6322 0.6600
35 C -0.7707 -0.4685 -5.3029
36 C -1.6571 -0.3666 -4.2233
37 C -1.1620 -0.2280 -2.9239
38 C 0.2162 -0.1898 -2.7181
39 C 1.1034 -0.2999 -3.7931
40 C 0.6023 -0.4397 -5.0869
41 N 0.7409 -0.0196 -1.3606
42 O -0.0673 0.0549 -0.4410
43 O 1.9588 0.0430 -1.2218
44 H -1.1575 -0.5697 -6.3127
45 H -2.7280 -0.3894 -4.3957
46 H -1.8593 -0.1487 -2.0954
47 H 2.1780 -0.2761 -3.6410
48 H 1.2848 -0.5224 -5.9269
49 Li -6.5958 -0.9102 -4.4623
50 Mg -1.9058 4.3194 -2.2648
51 C 3.8639 -3.0898 -0.8066
52 C 2.3994 -3.5717 -0.7570
53 C 1.6401 -3.2584 0.5317
54 F 2.2147 -3.7791 1.6311
55 F 0.3812 -3.7675 0.4802
56 F 2.3619 -4.8960 -1.0454
57 F 1.7401 -2.9495 -1.7859
58 O 4.8852 -4.0414 -0.4651
59 C 5.1442 -4.2379 0.9148
60 C 4.7331 -5.6315 1.4098
61 F 3.4406 -5.9154 1.1411
62 F 4.8773 -5.7243 2.7544
63 F 4.5818 -3.2325 1.6154
64 F 6.4852 -4.0856 1.0670
65 H 4.0685 -2.8557 -1.8570
66 H 4.0045 -2.1413 -0.2815
67 H 1.5486 -2.1755 0.6794
68 H 5.3478 -6.4053 0.9454
69 C 9.5476 -1.9884 3.5634
70 O 9.7870 -1.9917 2.3679
71 N 8.3193 -2.1984 4.1252
72 C 8.1166 -2.1783 5.5587
73 C 7.1823 -2.4492 3.2596
74 H 10.3388 -1.8080 4.3093
75 H 7.7266 -3.1492 5.8760
76 H 7.3942 -1.3954 5.8045
77 H 9.0529 -1.9794 6.0844
78 H 7.3801 -3.3380 2.6617
79 H 7.0501 -1.5963 2.5885
80 H 6.2758 -2.5970 3.8493
81 Br -2.1428 -2.7165 -4.6568
82 F 2.1062 -4.6903 3.3624

Atoms 1-3, force components in eV/Å:
C 5.35 -1.09 -4.90
C -3.40 -0.49 5.25
C -1.84 0.01 -0.42

=====

[6]
This record from the Open Molecules 2025 dataset describes 3 unconnected molecules or ions with the total composition C2H9NO4 at a distorted geometry. The level of theory is ωB97M-V with the def2-TZVPD basis set.

Calculated values
calculated total energy = -11899.253 eV
HOMO level = -10.71 eV
energy above the lowest of the compared OMol25 structures with the same formula, charge and spin = 152.0 kJ/mol
SMILES = O=CNCO.O.O
Kohn-Sham gap = 11.29 eV
lowest unoccupied orbital energy = 0.57 eV
2S+1 = 1

Positions of all 16 atoms, in Å:
1 O -0.8486 1.0365 0.3648
2 C -0.9990 -0.1178 0.8575
3 N -0.1698 -1.0096 1.5315
4 C 1.2313 -0.9009 1.2754
5 O 1.7478 -1.8985 0.3556
6 H -2.0009 -0.4900 1.0866
7 H -0.6283 -1.6528 2.0891
8 H 1.4121 0.0844 0.7875
9 H 1.8344 -0.8015 2.1959
10 H 1.7976 -1.4955 -0.5753
11 H -1.9188 1.4038 -1.3461
12 H -2.9878 0.6414 -1.7957
13 O -2.3656 1.2252 -2.1205
14 H 1.0779 1.7745 -0.8484
15 H 0.9930 1.3667 -2.2235
16 O 1.4933 1.1805 -1.4609

Atoms 1-3, force components in eV/Å:
O 0.66 -3.74 0.96
C -0.84 1.77 1.57
N 0.98 3.76 -3.34